A 12-piece molecular cluster, CH25O12 overall. Source: the OMol25 dataset; level of theory: ωB97M-V with the def2-TZVPD basis set.

Each line ends with the Mulliken charge.
Geometry (Å):
C: 0.7022 0.8272 0.4868  -0.49
O: -0.3218 -0.0758 0.5568  0.47
H: 0.2712 1.7662 0.3088  0.96
H: 1.2752 0.5152 -0.3612  -1.31
H: 1.2242 0.8502 1.3978  0.53
O: -0.3778 -3.3368 0.4108  -0.72
H: 0.3312 -2.6818 0.4268  0.36
H: -1.0958 -3.0328 -0.1492  0.30
O: -2.7588 -1.3758 0.8368  -0.67
H: -1.8848 -1.0448 1.0828  0.34
H: -3.3828 -0.6598 0.5638  0.32
O: 1.7142 -1.5718 -1.8542  -0.66
H: 2.0132 -2.4878 -1.8242  0.31
H: 0.7872 -1.5848 -1.6852  0.32
O: 0.6082 -0.9128 3.7888  -0.70
H: 0.0252 -0.3068 3.3578  0.33
H: 1.4282 -0.7578 3.3988  0.33
O: 3.7922 -0.0118 -1.3092  -0.67
H: 3.2102 -0.7468 -1.5682  0.45
H: 3.2012 0.5352 -0.8682  0.36
O: 1.6182 -1.7018 1.1678  -0.84
H: 1.3752 -2.2248 1.9208  0.28
H: 0.9882 -0.9568 1.0868  0.31
O: -1.0598 3.4572 -1.3342  -0.68
H: -1.2998 2.7652 -0.7192  0.39
H: -1.7908 4.0012 -1.1652  0.27
O: -2.4818 1.1452 -0.6222  -0.68
H: -1.7498 0.6302 -0.3602  0.09
H: -2.8728 0.6262 -1.3122  0.30
O: -0.9828 -1.2078 -1.6372  -0.82
H: -0.9748 -0.4378 -2.1782  0.29
H: -0.8948 -0.8188 -0.7592  0.09
O: 1.3022 2.2802 -2.5912  -0.64
H: 1.8452 1.7842 -1.9112  0.37
H: 0.5742 2.4622 -2.0032  0.37
O: -1.4758 1.6572 2.1638  -0.77
H: -0.7448 1.2072 1.7178  0.12
H: -2.1378 1.4242 1.5388  0.40

Atomic forces in eV per Å
C -0.7 -0.5 -1.6
O -1.5 -1.1 0.6
H 0.1 2.1 -0.4
H 1.3 0.3 -0.5
H 1.5 0.4 1.2
O -0.2 -1.0 0.1
H 0.0 0.3 -0.2
H 0.1 0.3 0.0
O -1.5 -0.2 -0.2
H -0.1 0.6 0.0
H 1.5 -0.7 0.6
O 1.8 -0.5 -0.7
H -0.2 0.1 0.1
H -1.8 0.0 0.2
O -1.4 -0.9 1.6
H -0.9 0.6 -0.5
H 2.3 0.4 -1.0
O 1.9 -1.4 -1.3
H 0.0 0.2 0.0
H -1.4 1.6 1.5
O 1.3 0.0 -0.4
H -0.4 -0.2 0.7
H -0.6 -0.9 0.1
O 1.3 -0.7 -0.1
H 0.1 -0.9 0.1
H -1.5 1.8 -0.1
O -1.8 1.7 -0.3
H 2.1 -1.3 1.2
H -0.5 -0.3 -0.7
O -0.4 -1.3 -0.9
H 0.1 0.8 -1.1
H 0.6 0.1 1.4
O 1.4 -1.3 1.5
H -0.3 0.6 -1.7
H -1.0 0.8 -0.2
O 0.7 0.7 1.0
H -0.2 -0.3 0.4
H -1.4 -0.2 -0.6

Properties
calculated total energy: -956.001123 Ha
largest force on an atom: 2.8 eV/Å
LUMO energy: 0.10274 Ha
HOMO-LUMO gap: 9.25 eV
net charge: -1